Entry 1:
The following is a DFT calculation (ωB97M-V/def2-TZVPD) of C21H20N9O4S3Ti as an isolated structure.

The geometry in XYZ format:
```
58
Properties=species:S:1:pos:R:3:forces:R:3:nbo_charge:R:1
Ti 0.468164 -0.220562 0.205083 -0.59 -0.37 0.01 1.358
C -2.873090 -3.163598 0.540255 -0.03 0.19 0.05 -0.663
C -1.534337 -2.524412 0.365347 -0.23 0.91 0.29 0.162
N -1.317489 -1.212033 0.593883 -0.02 -0.78 -0.49 -0.377
N -2.439097 -0.420301 0.778757 -0.18 0.05 0.08 -0.435
C -2.606300 0.603364 -0.074642 0.15 0.02 -0.05 0.312
N -3.696519 1.374501 0.050231 0.06 -0.12 0.07 -0.772
S -1.426713 0.908542 -1.248564 -0.02 -0.02 0.04 -0.122
C -0.380760 -3.167726 -0.098033 0.56 -0.08 -0.21 0.083
C -0.275673 -4.563178 -0.346380 -0.02 0.29 0.01 -0.205
C 0.870100 -5.073461 -0.871878 0.16 0.10 -0.04 -0.176
C 1.933453 -4.192522 -1.163810 -0.22 0.03 0.09 -0.246
C 1.791462 -2.862296 -0.890044 0.22 -0.13 -0.03 0.050
N 0.676348 -2.309415 -0.345231 -0.24 0.10 0.29 -0.531
H -3.293421 -2.968200 1.531399 0.03 -0.02 -0.02 0.218
H -2.815896 -4.238822 0.425577 0.00 -0.07 -0.02 0.241
H -3.580049 -2.787686 -0.203947 -0.02 0.01 0.01 0.239
H -3.112926 -0.663524 1.491869 0.00 0.00 -0.06 0.406
H -4.461000 1.138232 0.659719 0.00 -0.01 0.00 0.404
H -3.815152 2.137804 -0.592501 0.01 -0.01 -0.01 0.430
H -1.108189 -5.212674 -0.126393 -0.05 0.00 0.03 0.223
H 0.959705 -6.131044 -1.068419 0.02 -0.06 -0.02 0.231
H 2.852583 -4.550340 -1.599854 0.05 -0.02 -0.04 0.234
H 2.599886 -2.187911 -1.132919 -0.08 -0.01 0.04 0.206
N -0.074435 -1.971138 3.201636 0.07 -0.21 -0.05 -0.781
C 0.034138 -0.635256 3.368448 -0.01 0.34 -0.09 0.284
N 0.176790 0.218950 2.378352 -0.04 -0.33 0.03 -0.577
C 0.261140 1.519900 2.843732 0.01 0.04 0.24 0.195
C 0.142150 1.655203 4.183486 0.00 -0.05 -0.20 -0.447
S -0.068016 0.106799 4.924762 0.05 0.09 -0.14 0.436
C 0.520589 2.522262 1.814685 -0.03 0.14 0.11 0.096
C 0.548450 3.869165 1.913504 -0.02 -0.19 -0.02 -0.427
S 0.950599 4.563478 0.387249 -0.01 -0.08 0.04 0.436
C 1.043199 2.977269 -0.295688 -0.06 0.00 0.02 0.294
N 0.782242 2.007404 0.556031 0.20 0.14 -0.10 -0.569
N 1.321615 2.782499 -1.598522 0.03 0.00 -0.03 -0.786
H 0.214142 -2.326392 2.298628 -0.01 -0.01 0.10 0.420
H 0.127423 -2.563993 3.990394 -0.02 0.01 -0.04 0.411
H 0.196233 2.547959 4.776120 0.00 0.11 0.07 0.257
H 0.361938 4.485911 2.771383 -0.03 0.06 0.11 0.256
H 1.601516 3.571026 -2.155537 0.00 -0.03 -0.01 0.408
H 1.689578 1.871449 -1.847241 -0.02 0.00 0.00 0.439
O 2.437856 -0.462500 0.967235 0.20 -0.08 0.22 -0.668
C 2.934434 -0.077734 -0.115457 -0.19 0.17 -0.42 0.769
O 2.129838 0.144443 -1.099346 0.38 -0.16 0.26 -0.758
C 4.399473 0.106892 -0.259786 0.13 0.08 -0.24 -0.096
C 5.226106 -0.067904 0.852442 -0.24 0.04 -0.24 -0.163
C 6.590632 0.102363 0.724388 0.16 0.06 -0.20 -0.199
C 7.098872 0.439855 -0.521653 -0.11 0.02 0.01 0.059
C 6.302182 0.614442 -1.643261 0.13 -0.02 0.18 -0.201
C 4.935573 0.447717 -1.505948 -0.06 -0.09 0.35 -0.171
N 8.566997 0.622124 -0.661820 -0.13 -0.13 0.01 0.528
O 8.987358 0.883863 -1.767329 0.03 0.04 0.02 -0.357
O 9.239504 0.482052 0.336421 0.00 0.05 -0.03 -0.357
H 4.786770 -0.333755 1.803212 -0.01 0.00 0.00 0.242
H 7.261847 -0.020893 1.559812 0.03 0.00 0.01 0.261
H 6.756003 0.872044 -2.588099 0.01 0.00 0.00 0.261
H 4.282375 0.568253 -2.357239 -0.06 0.00 -0.02 0.235
```
Positions in Å, forces in eV/Å.

## Properties
* charge: +1

Entry 2:
The following is a DFT calculation (ωB97M-V/def2-TZVPD) of C19H39O13V as an isolated structure.

The geometry in XYZ format:
```
72
Properties=species:S:1:pos:R:3:forces:R:3:lowdin_charge:R:1
V 2.556395 -1.695663 1.944413 -3.97 2.24 -1.70 1.276
C 0.120143 0.514847 0.644247 -0.40 -1.11 -0.78 -0.213
O 1.277639 -0.131694 1.104504 2.54 -1.98 1.51 -0.405
H 0.219428 1.555467 0.335445 0.48 0.22 0.72 0.065
H -0.217640 0.052943 -0.283462 0.10 -0.36 -0.45 0.058
H -0.757255 0.352247 1.270216 0.19 0.31 0.61 0.050
C -0.523953 -3.303055 -0.277562 0.21 1.58 -0.67 -0.022
O -0.607623 -4.256990 0.761404 1.39 -0.57 2.08 0.022
C 0.216132 -4.143378 1.830947 -2.44 -1.16 -0.29 -0.439
O 0.964780 -3.160437 2.013001 0.29 -1.46 0.18 -0.047
O 0.015182 -5.163071 2.721128 1.88 3.75 -0.79 0.010
C -0.943999 -6.197309 2.575370 -0.18 -1.15 -0.01 -0.019
H 0.490847 -2.919927 -0.384766 0.19 -0.44 -0.25 0.086
H -1.087083 -2.398092 -0.049487 -0.42 -0.23 0.20 0.090
H -0.916842 -3.723138 -1.203455 0.15 -0.16 0.30 0.116
H -0.830344 -6.805197 3.472953 0.32 0.05 -0.09 0.106
H -0.642939 -6.791107 1.712313 -0.60 0.01 -0.05 0.110
H -1.988219 -5.886796 2.611285 0.22 0.47 -0.62 0.110
C -0.020295 -0.537002 -3.206289 1.51 0.85 0.27 -0.064
O -1.188817 0.255341 -3.181695 -0.01 -0.20 -0.23 0.023
C -2.318331 -0.302339 -2.758879 -1.25 -1.53 0.06 -0.587
O -2.427062 -1.443845 -2.316094 0.25 1.39 -0.23 0.086
O -3.289621 0.569197 -2.963755 0.50 0.96 -0.05 0.012
C -4.675613 0.273703 -2.745624 0.17 -1.39 -0.19 -0.015
H 0.775683 0.198725 -3.321316 -0.40 0.07 -0.06 0.054
H 0.165116 -1.214908 -4.039459 -1.03 -0.21 -0.09 0.116
H 0.205919 -1.022088 -2.256754 -0.52 -0.26 0.01 0.069
H -5.270430 1.182351 -2.652545 0.61 0.00 0.31 0.103
H -4.738976 -0.402495 -1.893074 -0.36 0.35 0.07 0.076
H -5.026018 -0.264667 -3.626234 -0.06 -0.04 -0.03 0.100
C 6.481790 2.965999 -3.214556 -0.48 -0.76 -0.58 0.010
O 5.234173 2.455929 -2.670133 -0.03 0.16 0.59 -0.010
C 4.861622 1.191888 -2.752942 2.66 -2.76 -3.09 -0.522
O 5.508467 0.225659 -3.312155 -2.71 3.90 2.66 0.049
O 3.617485 1.122753 -2.264417 0.38 0.22 0.68 -0.009
C 2.957749 -0.109009 -2.392352 0.18 -1.25 -0.81 -0.077
H 7.311593 2.318337 -2.931610 -0.05 0.21 0.08 0.098
H 6.579415 4.001000 -2.886927 -0.07 -0.34 0.30 0.099
H 6.370761 2.971123 -4.298876 0.18 -0.08 0.01 0.101
H 2.691110 -0.243541 -3.440637 -0.13 0.00 -0.02 0.103
H 2.058568 -0.164407 -1.778754 0.43 0.56 0.18 0.062
H 3.599326 -0.965747 -2.186201 0.27 0.14 0.32 0.098
C -3.110111 1.614339 2.026123 -0.25 -0.49 -0.03 -0.011
C -4.018125 0.786534 1.130966 -1.27 1.18 -0.96 -0.438
O -4.642830 1.332183 0.213863 1.10 -1.16 1.70 0.052
C -4.061148 -0.716880 1.320912 0.32 -0.18 -0.55 -0.001
H -3.626795 2.392023 2.588556 -0.21 0.08 -0.38 0.099
H -2.406744 2.059197 1.322221 0.23 0.23 0.36 0.085
H -2.627079 0.982798 2.771720 0.25 0.05 -0.19 0.041
H -3.216301 -1.119494 1.879681 0.06 0.23 0.09 0.048
H -4.002130 -1.114792 0.307852 -0.16 -0.28 -0.01 0.071
H -4.960503 -1.111623 1.793606 -0.17 0.38 -0.05 0.097
C 2.726136 3.871027 -0.327986 0.82 -0.51 0.11 -0.020
C 2.053049 4.149986 -1.630875 -0.69 -0.77 0.73 -0.515
O 2.365959 5.088094 -2.294470 0.29 0.90 -0.94 0.100
C 0.909282 3.233675 -2.018078 -0.60 0.44 -0.62 -0.007
H 2.346427 4.531961 0.451168 -0.17 -0.17 0.05 0.094
H 3.793373 4.065409 -0.434324 -0.01 0.18 -0.01 0.084
H 2.630899 2.813487 -0.081723 -0.22 0.05 0.37 0.063
H 0.160155 3.106466 -1.236599 0.26 -0.02 0.35 0.071
H 1.241208 2.247026 -2.341272 0.18 0.05 0.11 0.060
H 0.367461 3.712031 -2.833986 0.14 -0.14 -0.19 0.091
C -0.385416 1.086511 4.711519 0.99 0.84 -0.28 -0.030
C -1.271508 -0.058016 5.047062 -0.82 -0.51 2.35 -0.461
O -1.986906 0.046001 6.054593 1.14 -0.77 -2.45 0.066
C -1.176209 -1.321775 4.173457 -0.77 0.28 0.26 -0.014
H -0.941802 1.880469 4.213370 -0.16 0.04 0.10 0.086
H 0.477983 0.893672 4.074768 -0.17 -0.49 -0.32 0.066
H 0.050488 1.501593 5.620246 -0.39 0.05 0.16 0.094
H -1.910888 -2.074315 4.459849 -0.08 0.18 0.17 0.088
H -0.203863 -1.814229 4.185473 0.22 0.36 0.18 0.067
H -1.382321 -1.024967 3.145093 0.13 0.01 -0.17 0.043
```
Positions in Å, forces in eV/Å.

## Properties
* charge: +1
* multiplicity: 4

| no. | DFT total energy (eV) |
| --- | --- |
| 1 | -99320.2032 |
| 2 | -72629.3671 |